No. 1
Molecular formula: C24H70BN16O23
Method: DFT, wB97M-V/def2-TZVPD

Results
Net charge: -1
HOMO-LUMO gap in hartree: 0.295

Structure (XYZ):
```
134
C24H70BN16O23, DFT wB97M-V/def2-TZVPD
O -25.960 12.345 -34.624
C -25.161 11.477 -34.406
O -23.882 11.559 -34.607
B -23.155 10.371 -34.143
O -24.254 9.574 -33.540
C -25.421 10.107 -33.776
O -26.570 9.620 -33.635
O -22.120 10.728 -33.164
C -20.945 10.287 -33.645
O -19.810 10.409 -33.149
C -21.210 9.584 -34.999
O -22.407 9.685 -35.229
O -20.300 9.088 -35.710
O -29.123 9.018 -33.809
H -28.213 9.280 -33.674
H -29.362 9.407 -34.651
O -28.835 12.508 -34.804
H -27.892 12.588 -34.659
H -28.951 11.620 -35.141
O -22.077 10.319 -38.737
H -22.271 9.434 -39.046
H -21.932 10.219 -37.796
C -20.645 7.085 -39.306
O -21.649 6.955 -38.644
N -20.313 6.467 -40.395
N -19.678 7.890 -38.965
H -20.866 5.718 -40.788
H -19.367 6.518 -40.745
H -18.870 7.939 -39.568
H -19.768 8.386 -38.090
C -21.221 5.768 -33.314
O -22.144 5.424 -32.583
N -21.438 6.216 -34.513
N -19.926 5.871 -33.069
H -20.742 6.732 -35.032
H -22.323 6.200 -35.000
H -19.460 6.280 -33.866
H -19.517 5.794 -32.148
C -16.014 8.989 -30.759
O -15.154 8.316 -31.180
N -16.625 9.853 -31.438
N -16.601 8.726 -29.659
H -17.549 10.207 -31.235
H -16.247 9.983 -32.366
H -17.508 9.113 -29.440
H -16.014 8.089 -29.139
C -16.533 10.516 -34.865
O -16.129 9.395 -34.691
N -15.802 11.584 -35.093
N -17.808 10.816 -35.036
H -14.832 11.409 -35.312
H -16.183 12.519 -35.058
H -18.151 11.764 -34.969
H -18.440 10.032 -35.107
C -24.812 9.672 -29.479
O -25.669 10.571 -29.353
N -23.881 9.733 -30.428
N -24.728 8.654 -28.737
H -23.823 10.517 -31.062
H -23.096 9.106 -30.322
H -25.496 8.639 -28.081
H -24.147 7.852 -28.934
C -19.885 10.236 -29.700
O -19.301 11.304 -29.987
N -20.257 9.360 -30.560
N -20.007 9.779 -28.512
H -20.058 9.475 -31.543
H -20.477 8.436 -30.217
H -20.412 8.858 -28.422
H -19.930 10.424 -27.738
C -26.653 6.327 -31.744
O -26.597 5.123 -31.457
N -27.670 7.091 -31.488
N -25.688 6.980 -32.236
H -27.757 7.875 -32.118
H -28.502 6.712 -31.058
H -24.949 6.504 -32.734
H -25.434 7.854 -31.796
C -20.788 14.136 -31.596
O -20.386 14.903 -30.716
N -21.228 14.524 -32.703
N -20.601 12.839 -31.650
H -21.279 15.531 -32.647
H -21.710 14.004 -33.422
H -20.759 12.362 -32.526
H -20.075 12.416 -30.898
C -24.604 7.871 -37.160
C -24.511 6.844 -35.979
C -25.751 6.010 -35.719
O -23.579 5.951 -36.435
H -25.332 8.671 -37.024
H -24.743 7.362 -38.114
H -23.685 8.446 -37.279
H -24.133 7.278 -35.053
H -26.512 6.638 -35.257
H -25.544 5.224 -34.992
H -26.235 5.582 -36.597
H -23.180 6.227 -37.264
C -16.913 6.351 -37.027
C -18.196 5.798 -36.364
C -18.139 4.375 -36.019
O -18.438 6.575 -35.208
H -16.958 6.162 -38.100
H -15.977 5.935 -36.655
H -16.815 7.434 -36.955
H -19.051 5.989 -37.014
H -18.079 3.812 -36.951
H -19.098 4.142 -35.558
H -17.313 4.210 -35.327
H -18.301 7.497 -35.440
C -25.304 15.209 -36.570
C -24.060 15.573 -35.720
C -24.325 16.218 -34.377
O -23.487 14.392 -35.432
H -25.599 16.137 -37.058
H -26.103 14.711 -36.020
H -25.097 14.446 -37.320
H -23.414 16.291 -36.225
H -24.969 15.610 -33.742
H -24.640 17.259 -34.305
H -23.363 16.257 -33.866
H -24.227 13.841 -35.166
C -26.120 14.287 -29.818
C -25.867 13.573 -31.162
C -24.443 13.219 -31.443
O -26.631 12.447 -31.168
H -25.481 15.155 -29.658
H -25.863 13.527 -29.079
H -27.131 14.630 -29.596
H -26.312 14.131 -31.986
H -24.269 13.106 -32.513
H -24.087 12.353 -30.884
H -23.707 13.983 -31.195
H -26.290 12.000 -30.389
```

Löwdin atomic charge list, values in e, 99 entries: O 0.152; C -0.380; O 0.240; B -0.832; O 0.223; C -0.288; O 0.097; O 0.221; C -0.285; O 0.082; C -0.398; O 0.291; O 0.077; O -0.060; H -0.043; H 0.019; O -0.052; H -0.016; H 0.008; O -0.043; H 0.010; H 0.005; C -0.782; O 0.050; N 0.172; N 0.181; H 0.123; H 0.109; H 0.115; H 0.103; C -0.757; O 0.002; N 0.185; N 0.167; H 0.079; H 0.074; H 0.044; H 0.112; C -0.907; O 0.077; N 0.211; N 0.177; H 0.091; H 0.099; H 0.090; H 0.122; C -0.781; O 0.052; N 0.155; N 0.166; H 0.116; H 0.109; H 0.114; H 0.067; C -0.736; O 0.011; N 0.194; N 0.192; H 0.081; H 0.097; H 0.135; H 0.128; C -0.756; O 0.000; N 0.205; N 0.185; H 0.080; H 0.121; H 0.117; H 0.138; C -0.802; O 0.000; N 0.188; N 0.184; H 0.080; H 0.121; H 0.110; H 0.094; C -0.811; O 0.007; N 0.171; N 0.185; H 0.119; H 0.108; H 0.070; H 0.043; C -0.022; C -0.481; C -0.040; O -0.075; H 0.077; H 0.088; H 0.047; H 0.113; H 0.072; H 0.085; H 0.082; H 0.052; C -0.033



No. 2
Molecular formula: C36H40N7O4S2Se2Ti
Method: DFT, wB97M-V/def2-TZVPD

Results
Net charge: +3
HOMO-LUMO gap in hartree: 0.169
Energy relative to the best compared isomer or geometry (same formula, charge and spin) in eV: 0.233

Structure (XYZ):
```
92
C36H40N7O4S2Se2Ti, DFT wB97M-V/def2-TZVPD
Ti -0.197 -0.216 0.069
C -2.385 -3.545 0.090
Se -1.407 -2.392 -1.140
C 0.078 -3.599 -1.523
C 0.850 -3.950 -0.278
Se 1.594 -2.325 0.513
C 1.655 -2.960 2.346
H -2.453 -4.515 -0.400
H -3.385 -3.136 0.204
H -1.887 -3.625 1.052
H 0.675 -3.085 -2.275
H -0.363 -4.477 -1.994
H 1.694 -4.596 -0.518
H 0.237 -4.445 0.473
H 2.214 -3.893 2.333
H 0.652 -3.117 2.735
H 2.200 -2.229 2.937
C -1.081 4.027 1.925
C -0.936 2.699 1.374
N -0.808 1.645 0.940
H -0.282 4.191 2.649
H -2.052 4.121 2.410
H -0.997 4.761 1.124
C 1.991 3.345 -4.782
C 0.687 3.858 -4.181
C 0.107 2.951 -3.105
N -0.244 1.653 -3.703
C -0.970 0.704 -3.173
S -1.675 0.965 -1.586
N -1.211 -0.443 -3.827
C -0.347 -1.092 -4.808
O 0.042 -2.188 -4.509
C 0.023 -0.335 -6.011
C 1.236 -0.633 -6.635
C 1.583 0.027 -7.800
C 0.714 0.960 -8.355
C -0.507 1.238 -7.751
C -0.856 0.597 -6.575
H 2.368 4.046 -5.525
H 1.877 2.382 -5.291
H 2.757 3.232 -4.011
H -0.065 4.006 -4.961
H 0.848 4.836 -3.727
H -0.790 3.388 -2.671
H 0.831 2.785 -2.301
H 0.072 1.508 -4.659
H -1.765 -1.115 -3.312
H 1.884 -1.386 -6.206
H 2.522 -0.196 -8.289
H 0.982 1.461 -9.276
H -1.193 1.937 -8.210
H -1.821 0.784 -6.120
N -1.805 -0.981 7.078
C -2.719 -1.245 8.064
C -2.632 -1.225 9.457
C -3.780 -1.553 10.136
C -4.984 -1.893 9.471
C -5.070 -1.913 8.105
C -3.910 -1.581 7.383
N -3.712 -1.518 6.038
C -2.454 -1.159 5.879
C -1.880 -0.990 4.577
C -2.696 -1.200 3.447
C -2.169 -1.062 2.196
N -0.871 -0.741 1.971
C -0.096 -0.479 3.049
C -0.548 -0.608 4.336
H -0.851 -0.703 7.231
H -1.719 -0.968 9.977
H -3.769 -1.554 11.218
H -5.851 -2.141 10.068
H -5.984 -2.172 7.590
H -3.735 -1.463 3.588
H -2.796 -1.189 1.322
H 0.924 -0.164 2.857
H 0.140 -0.397 5.142
O 3.207 1.110 2.282
S 2.648 1.760 1.145
O 1.942 2.993 1.285
N 1.621 0.645 0.390
C 1.972 0.414 -0.872
O 1.137 -0.311 -1.518
C 3.224 1.026 -1.293
C 3.913 0.896 -2.488
C 5.130 1.556 -2.605
C 5.635 2.321 -1.558
C 4.944 2.455 -0.352
C 3.743 1.795 -0.250
H 3.521 0.289 -3.293
H 5.702 1.469 -3.519
H 6.587 2.820 -1.677
H 5.345 3.047 0.459
```

Löwdin charges in e: Ti 0.718; C -0.293; Se 1.027; C -0.470; C -0.455; Se 1.129; C -0.297; H 0.060; H 0.046; H 0.035; H 0.061; H 0.103; H 0.100; H 0.076; H 0.057; H 0.040; H 0.042; C 0.018; C -0.128; N 0.055; H 0.111; H 0.115; H 0.115; C -0.076; C -0.212; C -0.178; N 0.076; C -0.667; S 0.766; N 0.116; C -0.341; O 0.145; C -0.185; C -0.001; C -0.036; C -0.027; C -0.038; C -0.037; H 0.091; H 0.062; H 0.067; H 0.123; H 0.124; H 0.110; H 0.117; H 0.113; H 0.061; H 0.127; H 0.122; H 0.125; H 0.122; H 0.128; N 0.181; C -0.168; C -0.001; C -0.041; C -0.050; C 0.009; C -0.206; N 0.200; C -0.288; C -0.083; C 0.043; C -0.117; N -0.130; C -0.143; C 0.040; H 0.163; H 0.119; H 0.119; H 0.117; H 0.122; H 0.132; H 0.105; H 0.100; H 0.129; O -0.233; S 0.704; O -0.246; N -0.183; C -0.529; O -0.169; C -0.132; C 0.024; C -0.015; C 0.004; C 0.014; C -0.188; H 0.133; H 0.129; H 0.133; H 0.142



No. 3
Molecular formula: C3H11NO3
Method: DFT, wB97M-V/def2-TZVPD

Results
Net charge: 0
HOMO-LUMO gap in hartree: 0.351
Energy relative to the best compared isomer or geometry (same formula, charge and spin) in eV: 3.273
SMILES: CN(C)C=O.O.O

Structure (XYZ):
```
18
C3H11NO3, DFT wB97M-V/def2-TZVPD
C 2.664 0.350 2.680
N 2.074 -0.557 1.694
C 2.704 -1.851 1.594
C 0.800 -0.436 1.091
O 0.314 0.626 0.839
H 2.205 0.062 3.689
H 2.059 1.203 2.526
H 3.729 0.185 2.926
H 2.758 -2.027 0.449
H 2.300 -2.581 2.275
H 3.801 -1.942 1.741
H 0.180 -1.287 0.749
O -3.709 0.313 -4.541
H -3.955 0.722 -5.392
H -2.869 0.136 -4.689
O -3.429 1.393 -1.740
H -3.888 1.777 -2.532
H -3.249 0.622 -2.245
```

natural (NBO) charges in e: C -0.440; N -0.473; C -0.438; C 0.520; O -0.576; H 0.170; H 0.249; H 0.230; H 0.212; H 0.195; H 0.213; H 0.136; O -0.928; H 0.472; H 0.456; O -0.923; H 0.463; H 0.459



No. 4
Molecular formula: C5H7NO
Method: DFT, wB97M-V/def2-TZVPD

Results
Net charge: 0
HOMO-LUMO gap in hartree: 0.390
Energy relative to the best compared isomer or geometry (same formula, charge and spin) in eV: 1.460
SMILES: c1ccncc1.O

Structure (XYZ):
```
14
C5H7NO, DFT wB97M-V/def2-TZVPD
C -0.870 -1.167 1.715
C -0.618 0.148 1.912
C -0.036 0.769 0.692
N 0.218 0.227 -0.483
C -0.118 -1.069 -0.562
C -0.538 -1.759 0.520
H -1.486 -1.689 2.443
H -0.945 0.638 2.815
H 0.301 1.853 0.918
H -0.098 -1.466 -1.613
H -0.807 -2.826 0.495
O 1.442 2.368 -3.094
H 2.371 2.046 -3.536
H 1.181 1.927 -2.221
```

natural (NBO) charges in e: C -0.172; C -0.259; C 0.063; N -0.446; C 0.028; C -0.270; H 0.215; H 0.229; H 0.186; H 0.208; H 0.220; O -0.990; H 0.484; H 0.504



No. 5
Molecular formula: C9H18AsIN2O2PS2
Method: DFT, wB97M-V/def2-TZVPD

Results
Net charge: -1
HOMO-LUMO gap in hartree: 0.202

Structure (XYZ):
```
36
C9H18AsIN2O2PS2, DFT wB97M-V/def2-TZVPD
C 1.704 -0.225 2.919
P 1.517 1.393 2.018
O -0.152 1.631 2.054
As 2.030 0.944 -0.274
C 3.464 -0.395 0.195
O 3.390 2.226 -0.130
I 2.744 0.720 -2.910
C 0.542 -0.462 -0.349
C 0.189 -1.120 -1.656
C -1.047 -2.086 -1.626
S -1.794 -2.511 -0.031
C -3.019 -1.365 0.397
S -4.076 -1.811 1.554
N -3.040 -0.048 -0.090
C -2.898 0.450 -1.367
C -3.011 1.807 -1.256
N -3.207 2.168 0.047
C -3.228 1.056 0.718
H 2.630 -0.162 3.480
H 0.897 -0.292 3.644
H 1.738 -1.110 2.291
H -0.613 0.791 1.950
H 1.019 2.044 -0.685
H 3.949 -0.142 1.132
H 3.077 -1.409 0.186
H 4.199 -0.326 -0.597
H 3.236 2.925 -0.768
H 0.782 -1.203 0.409
H -0.347 0.059 0.016
H -0.049 -0.376 -2.407
H 1.012 -1.733 -2.003
H -1.821 -1.728 -2.285
H -0.760 -3.055 -2.019
H -2.748 -0.120 -2.254
H -2.955 2.490 -2.080
H -3.352 0.978 1.780
```

natural (NBO) charges in e: C -0.983; P 0.717; O -0.986; As 1.157; C -0.954; O -1.076; I -0.569; C -0.750; C -0.428; C -0.541; S 0.372; C -0.120; S -0.030; N -0.441; C -0.101; C -0.071; N -0.429; C 0.197; H 0.228; H 0.224; H 0.211; H 0.461; H -0.103; H 0.211; H 0.194; H 0.237; H 0.464; H 0.194; H 0.187; H 0.224; H 0.218; H 0.211; H 0.231; H 0.219; H 0.209; H 0.216



No. 6
Molecular formula: C5H8N
Method: DFT, wB97M-V/def2-TZVPD

Results
Net charge: +1
HOMO-LUMO gap in hartree: 0.378
Energy relative to the best compared isomer or geometry (same formula, charge and spin) in eV: 6.004

Structure (XYZ):
```
14
C5H8N, DFT wB97M-V/def2-TZVPD
C -1.670 -0.927 0.036
C -0.323 -1.438 -0.083
C -1.844 0.509 -0.280
C -0.604 0.268 0.506
C 1.991 -0.338 0.016
N 0.531 -0.183 -0.322
H -2.399 -1.611 0.656
H -1.696 0.917 -1.363
H -2.641 1.114 0.376
H -0.321 0.566 1.573
H 2.038 -0.789 0.991
H 2.488 -0.942 -0.924
H 2.336 0.716 0.198
H 0.354 0.260 -1.300
```

natural (NBO) charges in e: C -0.222; C 0.125; C -0.451; C 0.031; C -0.404; N -0.450; H 0.307; H 0.268; H 0.300; H 0.294; H 0.247; H 0.279; H 0.237; H 0.440



No. 7
Molecular formula: C9H11O2
Method: DFT, wB97M-V/def2-TZVPD

Results
Net charge: 0
HOMO-LUMO gap (spin up / spin down) in hartree: 0.274 / 0.276
Multiplicity: 4
Expectation value of S²: 3.7920
Energy relative to the best compared isomer or geometry (same formula, charge and spin) in eV: 0.310

Structure (XYZ):
```
22
C9H11O2, DFT wB97M-V/def2-TZVPD
O 0.554 -1.993 -1.393
O 1.548 -1.714 -2.086
C -2.140 -2.574 0.204
C -1.634 -1.174 -0.139
C -0.186 -0.964 0.185
C 0.404 0.355 0.230
C 1.607 0.606 0.960
C 2.227 1.852 0.907
C 1.655 2.902 0.174
C 0.440 2.695 -0.479
C -0.196 1.461 -0.422
H -3.120 -2.713 -0.254
H -1.437 -3.321 -0.177
H -2.250 -2.704 1.284
H -1.765 -0.960 -1.213
H -2.236 -0.421 0.392
H 0.275 -1.755 0.788
H 2.039 -0.212 1.550
H 3.181 2.003 1.418
H 2.192 3.839 0.062
H -0.003 3.492 -1.068
H -1.154 1.299 -0.924
```

natural (NBO) charges in e: O 0.004; O 0.032; C -0.600; C -0.465; C -0.086; C -0.113; C -0.197; C -0.212; C -0.233; C -0.195; C -0.225; H 0.213; H 0.203; H 0.208; H 0.204; H 0.218; H 0.192; H 0.208; H 0.213; H 0.212; H 0.211; H 0.208



No. 8
Molecular formula: C27H50P2Ru
Method: DFT, wB97M-V/def2-TZVPD

Results
Net charge: +2
HOMO-LUMO gap (spin up / spin down) in hartree: 0.204 / 0.218
Multiplicity: 5
Expectation value of S²: 6.0593
Energy relative to the best compared isomer or geometry (same formula, charge and spin) in eV: 5.079

Structure (XYZ):
```
80
C27H50P2Ru, DFT wB97M-V/def2-TZVPD
Ru -2.917 -0.465 0.963
C 0.280 0.880 0.078
C -0.723 1.869 0.300
C -0.989 0.181 1.941
C 0.171 -0.122 1.057
C -1.545 1.453 1.423
C 1.348 0.949 -0.960
H 1.192 1.761 -1.684
H 1.453 0.012 -1.528
H 2.327 1.138 -0.492
C 1.234 -1.118 1.293
H 1.212 -1.914 0.526
H 1.152 -1.589 2.280
H 2.239 -0.660 1.233
C -0.935 -0.047 3.417
H -0.070 -0.652 3.706
H -1.855 -0.535 3.763
H -0.842 0.901 3.974
C -2.372 2.364 2.248
H -1.850 2.667 3.175
H -3.307 1.861 2.544
H -2.628 3.283 1.711
C -0.747 3.191 -0.368
H 0.090 3.830 -0.035
H -1.671 3.736 -0.146
H -0.657 3.101 -1.465
C 1.117 -0.732 -4.587
C 0.532 0.285 -5.321
C -0.860 0.441 -5.907
C -2.030 -0.488 -5.508
C -2.400 -0.064 -4.011
C -1.051 -0.185 -3.560
C -0.643 -1.477 -2.971
C 0.434 -1.948 -4.002
H -0.787 0.362 -7.001
H -1.666 -1.527 -5.488
H -1.170 1.482 -5.703
H -0.144 -2.511 -4.758
H 2.192 -0.732 -4.463
H 1.212 1.052 -5.684
H 1.174 -2.612 -3.514
H -0.246 -1.315 -1.941
H -0.586 0.726 -3.058
H -1.444 -2.245 -2.836
H -2.885 -0.417 -6.208
H -2.791 0.972 -4.056
P -3.721 -0.871 -2.768
C -3.952 -2.435 -3.742
C -5.259 -0.035 -3.395
P -2.434 0.027 -0.930
C -3.833 -1.333 -1.079
C -3.368 1.612 -1.359
C -4.791 -0.282 1.673
H -3.572 -3.314 -3.205
H -3.489 -2.464 -4.741
H -5.016 -2.639 -3.952
H -5.875 -0.707 -4.011
H -5.071 0.819 -4.058
H -5.902 0.318 -2.581
H -5.238 0.594 1.170
H -4.669 -0.120 2.765
H -5.296 -1.229 1.423
H -3.536 -2.406 -1.101
H -4.853 -1.115 -0.704
H -3.428 2.203 -0.448
H -4.378 1.463 -1.745
H -2.762 2.138 -2.099
C -0.766 -3.469 2.846
C -2.194 -3.392 2.314
C -3.219 -3.041 3.385
C -2.338 -2.513 1.060
H -0.477 -2.559 3.388
H -0.661 -4.312 3.541
H -0.055 -3.634 2.030
H -2.434 -4.411 1.971
H -3.122 -1.997 3.718
H -4.238 -3.181 3.001
H -3.090 -3.696 4.254
H -3.246 -2.890 0.560
H -1.479 -2.696 0.392
```

Löwdin charges in e: Ru 1.007; C -0.251; C -0.241; C -0.309; C -0.167; C -0.311; C -0.022; H 0.084; H 0.079; H 0.107; C -0.006; H 0.106; H 0.070; H 0.114; C -0.024; H 0.080; H 0.069; H 0.102; C -0.022; H 0.113; H 0.077; H 0.088; C -0.023; H 0.124; H 0.080; H 0.090; C -0.079; C -0.077; C -0.170; C -0.133; C -0.341; C -0.289; C -0.228; C -0.151; H 0.134; H 0.101; H 0.129; H 0.114; H 0.108; H 0.116; H 0.123; H 0.080; H 0.129; H 0.102; H 0.131; H 0.104; P 0.842; C -0.167; C -0.168; P 0.811; C -0.459; C -0.212; C -0.224; H 0.061; H 0.060; H 0.067; H 0.065; H 0.071; H 0.058; H 0.031; H 0.028; H 0.021; H 0.064; H 0.078; H 0.039; H 0.030; H 0.051; C -0.070; C -0.462; C -0.074; C -0.173; H 0.051; H 0.098; H 0.075; H 0.144; H 0.048; H 0.084; H 0.097; H 0.039; H 0.078



Which value of net charge does entry 2 give? +3



Which value of net charge does entry 6 give? +1



The highest net charge belongs to which entry? C36H40N7O4S2Se2Ti